C4H10N2O | wB97M-V/def2-TZVPD

Summary:
- total energy (eV) = -9335.4549
- max |F| (eV Å⁻¹) = 1.6
- SMILES = [H]/N=N\[H].C/C=C(/C)O
- net charge = 0
- LUMO level (eV) = 1.00

Positions of all 17 atoms, in Å:
C (0.2980, 2.0289, 0.2634)
C (-0.5643, 0.9717, -0.3584)
C (-1.7352, -1.2406, -0.4364)
C (-0.8299, -0.2177, 0.1774)
N (2.2320, -0.7750, 0.4044)
N (1.9128, -0.6031, -0.7513)
O (-0.2968, -0.6412, 1.3667)
H (0.0347, 3.0025, -0.1425)
H (0.1704, 2.0694, 1.3458)
H (-0.9927, 1.2066, -1.3197)
H (-2.7048, -1.2175, 0.0579)
H (-1.8761, -1.0459, -1.4962)
H (-1.3162, -2.2353, -0.2989)
H (1.3517, 1.8368, 0.0554)
H (2.2945, -1.7489, 0.7698)
H (1.7265, -1.4350, -1.3473)
H (0.2953, 0.0442, 1.7098)

***

C23H32N4O2 | wB97M-V/def2-TZVPD

Summary:
- total energy (eV) = -34426.6598
- max |F| (eV Å⁻¹) = 1.0
- SMILES = CC[C@@H]1CCCCN1CCCNC(=O)Cn1nc(-c2ccc(C)cc2)ccc1=O
- net charge = 0
- LUMO level (eV) = -0.17

Positions of all 61 atoms, in Å:
C (-2.3351, -3.9872, -1.2494)
H (-2.7812, -3.2626, -1.9264)
H (-2.8339, -3.9186, -0.2861)
H (-2.4918, -4.9833, -1.6577)
C (-0.8484, -3.7006, -1.0853)
H (-0.3646, -3.7184, -2.0637)
H (-0.3924, -4.4813, -0.4762)
C (-0.6125, -2.3164, -0.4664)
N (-1.2347, -2.2230, 0.8506)
C (-1.6072, -0.8826, 1.2666)
H (-1.1425, -0.6328, 2.2276)
H (-1.2565, -0.1413, 0.5421)
C (-3.1322, -0.7557, 1.4215)
H (-3.5123, -1.6681, 1.8802)
H (-3.3604, 0.0850, 2.0818)
C (-3.8429, -0.5344, 0.0836)
N (-3.4469, 0.7340, -0.4868)
C (-2.6101, 0.8279, -1.5312)
O (-2.3358, -0.0757, -2.2903)
C (-1.9678, 2.2256, -1.6568)
N (-1.0712, 2.4222, -0.5327)
N (0.1495, 1.9620, -0.7021)
C (1.0193, 2.0076, 0.2702)
C (0.6781, 2.6222, 1.5110)
C (-0.5778, 3.0963, 1.6841)
C (-1.5714, 2.9467, 0.6511)
O (-2.7612, 3.2263, 0.7506)
H (-0.8978, 3.5734, 2.5975)
H (1.4220, 2.7270, 2.2854)
C (2.3221, 1.3884, 0.0179)
C (3.1100, 0.9033, 1.0591)
C (4.3079, 0.2680, 0.7928)
C (4.7560, 0.1014, -0.5109)
C (3.9669, 0.5884, -1.5492)
C (2.7684, 1.2188, -1.2935)
H (2.1549, 1.5851, -2.1011)
H (4.2996, 0.4649, -2.5696)
C (6.0414, -0.6072, -0.8039)
H (5.8346, -1.6104, -1.1778)
H (6.6068, -0.0783, -1.5685)
H (6.6530, -0.6956, 0.0905)
H (4.9009, -0.1108, 1.6132)
H (2.7788, 0.9915, 2.0833)
H (-1.3816, 2.2637, -2.5745)
H (-2.7307, 3.0059, -1.6326)
H (-3.5914, 1.5596, 0.0872)
H (-3.5678, -1.3167, -0.6241)
H (-4.9271, -0.5403, 0.2285)
C (-0.5137, -2.9670, 1.8646)
C (0.9605, -2.5595, 1.9840)
C (1.6442, -2.7298, 0.6309)
C (0.8806, -1.9426, -0.4302)
H (1.3216, -2.1056, -1.4145)
H (0.9684, -0.8769, -0.2068)
H (1.6681, -3.7885, 0.3656)
H (2.6766, -2.3731, 0.6806)
H (1.4523, -3.1684, 2.7452)
H (1.0289, -1.5125, 2.2919)
H (-0.5706, -4.0289, 1.6130)
H (-1.0274, -2.8290, 2.8198)
H (-1.1226, -1.6007, -1.1178)

***

C36H48F13N2O12PS | wB97M-V/def2-TZVPD

Summary:
- total energy (eV) = -121112.1356
- max |F| (eV Å⁻¹) = 4.0
- SMILES = CCCCc1cc2nc(CCF)c(P(O)(O)=S)nc2cc1CCCC(=O)OCC.CCOC(=O)C(F)(F)F.CCOC(=O)C(F)(F)F.CCOC(=O)C(F)(F)F.CCOC(=O)C(F)(F)F
- net charge = 0
- LUMO level (eV) = -0.96

Positions of all 113 atoms, in Å:
C (3.8805, -2.7771, -0.0064)
C (2.7457, -3.4980, 0.8136)
C (1.3161, -2.8213, 0.7334)
C (1.3094, -1.2251, 0.7231)
C (0.5679, -0.7555, -0.5816)
C (-0.8795, -0.9179, -0.5846)
C (-1.7576, -0.5062, -1.7328)
N (-3.1229, -0.6869, -1.5764)
C (-3.7688, -0.2338, -2.6873)
C (-5.3461, -0.3289, -2.6274)
C (-5.8703, 0.6608, -1.5145)
F (-7.1895, 1.0793, -1.7747)
C (-3.1209, 0.3273, -3.9094)
P (-4.1268, 0.8920, -5.4028)
O (-5.1536, -0.2854, -5.9844)
O (-4.9450, 2.3369, -5.0841)
S (-2.8887, 1.3000, -6.8590)
N (-1.7751, 0.4871, -4.0369)
C (-1.0909, 0.0783, -2.9101)
C (0.4036, 0.2383, -2.9253)
C (1.2292, -0.1604, -1.8012)
C (2.7863, -0.0048, -1.8580)
C (3.2790, 1.3923, -2.4043)
C (4.8307, 1.5178, -2.0157)
C (5.7861, 1.5284, -3.2510)
O (6.7254, 0.7581, -3.2810)
O (5.5670, 2.4446, -4.2707)
C (6.8418, 2.9792, -4.7660)
C (7.2323, 2.0940, -6.0436)
H (3.5862, -2.4641, -1.0383)
H (4.1433, -1.8324, 0.5649)
H (4.8318, -3.3859, 0.0020)
H (2.6310, -4.5284, 0.3532)
H (3.0522, -3.7011, 1.8825)
H (0.7304, -3.1928, -0.1508)
H (0.7653, -3.1328, 1.6716)
H (0.6535, -0.8813, 1.5759)
H (2.3072, -0.7475, 0.8769)
H (-1.3808, -1.3442, 0.3242)
H (-5.8334, -0.2200, -3.6274)
H (-5.5577, -1.3793, -2.2712)
H (-5.8504, 0.1119, -0.5274)
H (-5.1285, 1.4961, -1.4182)
H (-4.8248, -1.1852, -5.8009)
H (-4.8487, 2.8334, -5.9277)
H (0.8722, 0.6833, -3.8435)
H (3.1459, -0.7811, -2.6005)
H (3.2577, -0.1915, -0.8566)
H (3.1553, 1.4957, -3.5138)
H (2.7569, 2.2634, -1.9146)
H (5.1659, 0.6618, -1.3639)
H (5.0445, 2.4469, -1.4138)
H (7.6400, 2.9690, -3.9834)
H (6.6191, 4.0308, -5.0811)
H (6.8152, 1.0683, -5.8559)
H (6.7471, 2.5851, -6.9238)
H (8.3496, 2.0390, -6.1142)
C (-1.1601, -5.0223, 6.6913)
C (-2.3596, -5.0974, 5.7677)
O (-2.6113, -3.8233, 5.1488)
C (-1.8461, -3.5230, 4.0947)
O (-0.9851, -4.2291, 3.6516)
C (-2.2556, -2.1698, 3.5126)
F (-2.4225, -1.2307, 4.4597)
F (-3.4198, -2.2482, 2.8418)
F (-1.3448, -1.6890, 2.6506)
H (-1.2925, -4.2315, 7.4113)
H (-1.0192, -5.9659, 7.2179)
H (-0.2483, -4.7984, 6.1338)
H (-3.2516, -5.3443, 6.3447)
H (-2.2402, -5.8760, 5.0113)
C (-7.3712, 3.2607, -7.3732)
C (-8.5768, 3.2154, -8.2893)
O (-8.8134, 4.4990, -8.8914)
C (-8.0488, 4.8007, -9.9490)
O (-7.2023, 4.0870, -10.4039)
C (-8.4423, 6.1667, -10.5132)
F (-8.5889, 7.0953, -9.5503)
F (-9.6130, 6.1078, -11.1769)
F (-7.5329, 6.6435, -11.3731)
H (-7.4889, 4.0545, -6.6319)
H (-7.2373, 2.3111, -6.8530)
H (-6.4580, 3.4797, -7.9311)
H (-9.4685, 2.9747, -7.7095)
H (-8.4730, 2.4438, -9.0547)
C (-2.4612, -5.2026, 13.6120)
C (-1.5788, -5.9935, 12.6678)
O (-1.5329, -5.3762, 11.3699)
C (-0.6983, -4.3363, 11.2447)
O (-0.0138, -3.9013, 12.1247)
C (-0.7169, -3.8147, 9.8075)
F (-1.9686, -3.6851, 9.3275)
F (-0.0560, -4.6487, 8.9705)
F (-0.1390, -2.6143, 9.6893)
H (-3.4558, -5.0661, 13.1823)
H (-2.5563, -5.7154, 14.5700)
H (-2.0525, -4.2071, 13.7928)
H (-1.9971, -6.9901, 12.5228)
H (-0.5715, -6.1222, 13.0688)
C (8.6938, 5.9119, 0.8662)
C (7.7327, 5.6799, 2.0144)
O (6.9618, 4.4848, 1.8048)
C (7.5721, 3.3324, 2.1109)
O (8.6894, 3.2430, 2.5306)
C (6.6220, 2.1557, 1.8856)
F (5.9725, 2.2375, 0.7073)
F (5.6767, 2.0897, 2.8427)
F (7.2554, 0.9767, 1.8925)
H (8.1574, 5.9258, -0.0849)
H (9.2200, 6.8593, 0.9904)
H (9.4336, 5.1123, 0.8036)
H (7.0199, 6.5036, 2.0685)
H (8.2520, 5.6399, 2.9739)

***

C16H24AgO8 | wB97M-V/def2-TZVPD

Summary:
- total energy (eV) = -37353.5053
- max |F| (eV Å⁻¹) = 5.0
- net charge = +1
- LUMO level (eV) = -2.18

Positions of all 49 atoms, in Å:
Ag (-15.8862, 3.7254, 16.8403)
O (-16.9312, 6.0902, 17.8793)
C (-18.1824, 5.9744, 17.8803)
O (-18.8383, 4.9686, 17.1708)
C (-20.2488, 4.9568, 17.5720)
C (-20.5563, 6.1195, 18.5089)
C (-19.2351, 6.9318, 18.4628)
H (-20.4046, 4.0686, 18.1843)
H (-20.8932, 4.9913, 16.6937)
H (-20.6009, 5.7428, 19.5308)
H (-21.4387, 6.7178, 18.2818)
H (-18.9144, 7.4481, 19.3676)
H (-19.3776, 7.6449, 17.6508)
O (-15.0071, 2.1560, 18.6835)
C (-14.3566, 1.6216, 19.6475)
O (-13.0141, 1.3373, 19.6924)
C (-12.5625, 0.5893, 20.7719)
C (-13.7687, 0.7809, 21.7203)
C (-15.0285, 1.0911, 20.9195)
H (-11.5584, 0.8348, 21.1177)
H (-12.5667, -0.4544, 20.4578)
H (-13.4937, 1.5864, 22.4012)
H (-13.8572, -0.0629, 22.4045)
H (-15.7914, 1.7964, 21.2492)
H (-15.6285, 0.2802, 20.5066)
O (-17.0460, 2.0779, 15.7205)
C (-17.5815, 0.9574, 15.8603)
O (-16.8823, -0.2280, 15.8016)
C (-17.6492, -1.3463, 15.9510)
C (-18.7975, -0.7732, 16.7053)
C (-18.9384, 0.6664, 16.2377)
H (-17.1212, -2.0980, 16.5378)
H (-17.8717, -1.6846, 14.9391)
H (-18.7292, -0.8262, 17.7919)
H (-19.6971, -1.3371, 16.4587)
H (-19.1857, 1.3849, 17.0191)
H (-19.7558, 0.6326, 15.5173)
O (-14.8631, 3.5301, 14.5369)
C (-14.4029, 3.9932, 13.5006)
O (-13.9226, 5.3368, 13.2932)
C (-13.2520, 5.5247, 12.0771)
C (-13.3210, 4.1767, 11.3569)
C (-14.2965, 3.2782, 12.1278)
H (-12.2722, 5.9521, 12.2899)
H (-13.7794, 6.2550, 11.4633)
H (-12.3020, 3.8138, 11.2220)
H (-13.6410, 4.3903, 10.3371)
H (-13.7939, 2.3702, 12.4609)
H (-15.2398, 3.0977, 11.6123)

***

What did the first record say?
C4H10N2O | wB97M-V/def2-TZVPD

Summary:
- total energy (eV) = -9335.4549
- max |F| (eV Å⁻¹) = 1.6
- SMILES = [H]/N=N\[H].C/C=C(/C)O
- net charge = 0
- LUMO level (eV) = 1.00

Positions of all 17 atoms, in Å:
C (0.2980, 2.0289, 0.2634)
C (-0.5643, 0.9717, -0.3584)
C (-1.7352, -1.2406, -0.4364)
C (-0.8299, -0.2177, 0.1774)
N (2.2320, -0.7750, 0.4044)
N (1.9128, -0.6031, -0.7513)
O (-0.2968, -0.6412, 1.3667)
H (0.0347, 3.0025, -0.1425)
H (0.1704, 2.0694, 1.3458)
H (-0.9927, 1.2066, -1.3197)
H (-2.7048, -1.2175, 0.0579)
H (-1.8761, -1.0459, -1.4962)
H (-1.3162, -2.2353, -0.2989)
H (1.3517, 1.8368, 0.0554)
H (2.2945, -1.7489, 0.7698)
H (1.7265, -1.4350, -1.3473)
H (0.2953, 0.0442, 1.7098)